{"formula": "C3H3F2NO", "method": "the ωB97M-V functional and the def2-TZVPD basis", "e_above_lowest_kj_mol": 303.21, "smiles": "O=C=C(F)F.C=N", "homo_energy_ev": -8.79, "gap_ev": 8.986, "species": ["O", "C", "C", "F", "F", "C", "N", "H", "H", "H"], "coordinates": [[2.583, 1.957, 0.091], [3.019, 0.898, 0.094], [3.759, -0.167, -0.082], [5.132, -0.068, -0.105], [3.361, -1.411, 0.116], [-0.497, 0.116, 0.277], [0.668, -0.059, -0.151], [-0.945, -0.700, 0.785], [-1.029, 1.036, 0.255], [0.749, -1.036, -0.044]]}